C46H35N3O4PdS3 | the ωB97M-V functional and the def2-TZVPD basis

Output
**E_LUMO (spin up / spin down)**: 3.9 / 3.9 eV
**Net charge**: -2
**E_HOMO (spin up / spin down)**: -1.74 / -1.94 eV
**Multiplicity**: 3
**Orbital gap (spin up / spin down)**: 5.64 / 5.84 eV

The geometry in XYZ format:
```
92
Properties=species:S:1:pos:R:3:forces:R:3
Pd -1.449 -0.315 0.293 0.062 -0.022 -0.035
C 4.326 3.187 -0.220 0.000 0.001 0.016
C 3.290 2.674 -1.201 0.023 -0.023 0.002
C 3.775 2.862 -2.642 0.004 0.016 -0.016
O 2.052 3.348 -1.031 0.021 -0.012 -0.007
C 0.970 2.386 -1.009 -0.007 -0.014 -0.057
C 1.715 1.085 -1.412 -0.031 0.005 0.014
O 3.030 1.329 -0.914 -0.006 -0.022 0.006
C 1.280 -0.391 -1.085 -0.063 0.049 0.012
O 0.734 -0.585 0.145 0.070 -0.009 0.059
C 0.273 -0.856 -2.166 0.047 -0.070 -0.016
C 0.296 -2.156 -2.673 -0.007 0.030 -0.009
C -0.700 -2.613 -3.525 0.003 -0.002 0.000
C -1.749 -1.780 -3.889 -0.002 -0.003 -0.009
C -1.793 -0.489 -3.385 0.010 -0.010 -0.005
C -0.791 -0.033 -2.535 -0.050 0.025 -0.021
C 2.598 -1.190 -1.224 -0.009 0.004 -0.020
C 3.172 -1.729 -0.083 0.021 -0.006 0.001
C 4.373 -2.424 -0.153 -0.017 0.007 0.001
C 5.019 -2.588 -1.370 0.004 -0.004 0.005
C 4.457 -2.041 -2.517 0.002 0.001 -0.007
C 3.259 -1.346 -2.440 0.006 0.017 0.011
C 0.104 2.554 0.274 0.025 0.006 0.044
O -1.029 1.790 0.170 0.011 -0.066 -0.002
C 0.931 2.375 1.565 0.055 0.084 -0.033
C 0.725 1.299 2.414 -0.052 0.032 0.000
C 1.444 1.167 3.595 -0.026 0.001 -0.016
C 2.381 2.124 3.957 -0.001 -0.005 0.006
C 2.570 3.228 3.136 0.013 0.013 -0.001
C 1.844 3.354 1.960 0.009 -0.024 0.024
C -0.440 4.010 0.316 -0.109 -0.012 -0.019
C -1.223 4.330 1.428 -0.068 0.008 0.026
C -1.867 5.549 1.532 0.014 0.002 0.011
C -1.747 6.495 0.517 0.008 -0.001 -0.025
C -0.975 6.192 -0.590 -0.007 0.017 0.031
C -0.328 4.961 -0.690 0.087 0.039 -0.003
H 4.383 4.275 -0.279 -0.003 0.000 -0.004
H 5.303 2.765 -0.463 -0.001 -0.008 0.001
H 4.049 2.892 0.789 0.002 0.005 -0.001
H 3.993 3.917 -2.816 -0.002 0.000 0.003
H 3.016 2.553 -3.359 -0.005 -0.009 0.009
H 4.681 2.276 -2.807 0.000 0.001 0.002
H 0.288 2.631 -1.828 -0.010 0.077 0.007
H 1.767 1.121 -2.511 0.012 -0.007 0.001
H 1.088 -2.831 -2.377 -0.007 -0.003 -0.008
H -0.666 -3.635 -3.886 0.000 0.001 -0.002
H -2.536 -2.142 -4.540 0.001 -0.002 0.001
H -2.622 0.165 -3.627 0.001 0.004 0.005
H -0.879 0.961 -2.112 0.008 -0.010 0.003
H 2.656 -1.569 0.855 0.007 -0.001 -0.005
H 4.808 -2.835 0.751 0.004 -0.001 -0.002
H 5.954 -3.134 -1.426 0.001 0.002 -0.003
H 4.952 -2.157 -3.475 0.001 -0.002 0.001
H 2.825 -0.925 -3.341 0.007 -0.005 -0.004
H -0.034 0.581 2.157 0.055 -0.070 0.006
H 1.252 0.314 4.235 0.009 0.003 0.009
H 2.942 2.024 4.880 0.001 -0.002 -0.001
H 3.277 4.002 3.415 0.000 -0.004 0.004
H 1.979 4.231 1.340 0.004 0.000 -0.004
H -1.339 3.590 2.210 -0.001 -0.018 -0.041
H -2.474 5.760 2.405 0.001 0.007 -0.003
H -2.251 7.451 0.592 -0.005 0.000 0.004
H -0.865 6.916 -1.391 -0.004 -0.001 -0.002
H 0.292 4.778 -1.556 -0.018 -0.052 -0.013
S -3.867 0.055 0.096 -0.062 0.060 0.018
C -4.479 -0.935 1.387 0.018 -0.025 0.032
C -5.851 -1.209 1.435 0.013 -0.014 0.020
C -6.431 -1.975 2.439 0.010 0.026 -0.024
C -7.842 -2.218 2.420 0.006 -0.057 0.051
N -8.976 -2.418 2.399 -0.003 0.030 -0.025
C -5.612 -2.500 3.453 0.035 0.003 -0.003
C -4.248 -2.238 3.422 -0.028 -0.012 -0.009
C -3.651 -1.465 2.420 -0.029 0.003 -0.054
S -1.939 -1.181 2.511 -0.004 0.028 0.100
C -6.157 -3.300 4.510 -0.066 0.015 -0.020
N -6.594 -3.939 5.362 0.032 -0.009 0.008
H -6.481 -0.800 0.656 -0.004 -0.003 0.000
H -3.619 -2.646 4.202 0.008 0.005 -0.003
S -3.089 -4.663 -1.298 -0.011 -0.021 0.006
C -2.947 -2.973 -0.923 0.027 0.045 0.025
N -1.855 -2.614 -0.355 -0.021 0.013 -0.047
C -1.009 -3.697 -0.160 -0.004 -0.049 0.008
C 0.256 -3.624 0.422 0.010 0.014 0.004
C 0.995 -4.785 0.516 -0.003 -0.013 0.010
C 0.490 -6.008 0.052 -0.003 0.012 -0.005
C -0.764 -6.090 -0.520 0.010 -0.022 0.003
C -1.511 -4.918 -0.623 -0.006 0.043 -0.005
H -3.736 -2.262 -1.141 -0.010 -0.024 -0.017
H 0.621 -2.649 0.729 -0.006 -0.005 -0.004
H 1.989 -4.748 0.944 -0.001 0.007 -0.001
H 1.095 -6.903 0.139 -0.003 -0.004 -0.002
H -1.154 -7.034 -0.880 0.001 0.001 0.001
```
Positions in Å, forces in eV/Å.